Record 1
{
  "formula": "C5H10O2",
  "method": "ωB97M-V with the def2-TZVPD basis set",
  "e_above_lowest_kj_mol": 704.7,
  "orbital_gap_ev": 8.613,
  "e_tot_ha": -346.75703,
  "spin_multiplicity": 1,
  "symbols": ["C", "C", "O", "C", "C", "C", "O", "H", "H", "H", "H", "H", "H", "H", "H", "H", "H"],
  "positions_angstrom": [[1.169040, 0.182163, 1.632314], [0.541554, -0.684687, 0.540165], [-0.024103, -1.879369, 0.945845], [-1.024911, 0.374836, 0.429185], [0.126621, -0.026622, -1.248080], [-1.205347, 0.584219, -1.683214], [-1.967714, 0.189939, -0.561366], [1.986636, -0.392748, 2.081123], [1.591985, 1.100151, 1.210202], [0.438763, 0.442689, 2.401038], [1.412230, -1.021148, -0.043852], [-0.843465, -1.607298, 1.394789], [-0.631751, 1.415074, 0.365935], [1.035032, 0.528781, -1.495136], [0.178646, -1.056760, -1.601227], [-1.623259, 0.169279, -2.609202], [-1.159959, 1.681502, -1.758521]],
  "atomic_forces_ev_per_a": [[-0.018, 0.054, 0.041], [0.325, 0.046, -0.002], [-0.182, 0.021, 0.106], [-0.043, 0.202, 0.130], [0.064, -0.040, -0.229], [0.069, 0.077, -0.195], [-0.067, -0.001, 0.049], [-0.109, 0.063, -0.082], [-0.059, -0.129, 0.043], [0.099, -0.050, -0.114], [-0.090, 0.068, 0.014], [0.073, -0.100, -0.050], [-0.026, -0.135, -0.011], [-0.141, -0.086, 0.075], [0.027, 0.116, 0.061], [0.085, 0.030, 0.121], [-0.006, -0.136, 0.043]],
  "nbo_charge": [-0.642, 0.138, -0.709, -0.040, -0.352, -0.090, -0.539, 0.224, 0.214, 0.228, 0.194, 0.487, 0.104, 0.210, 0.217, 0.187, 0.169]
}

***

Record 2
{
  "formula": "C10H16NO",
  "method": "ωB97M-V with the def2-TZVPD basis set",
  "e_above_lowest_kj_mol": 339.4,
  "smiles": "O=C1[C@@H](C2CC2)[N+]12CCCCC2",
  "orbital_gap_ev": 9.221,
  "e_tot_ha": -520.19549,
  "total_charge": 1,
  "spin_multiplicity": 1,
  "symbols": ["O", "C", "C", "C", "C", "C", "N", "C", "C", "C", "C", "C", "H", "H", "H", "H", "H", "H", "H", "H", "H", "H", "H", "H", "H", "H", "H", "H"],
  "positions_angstrom": [[0.066596, -3.290992, 0.063335], [-0.095871, -2.143223, -0.182566], [-0.990781, -0.543173, -0.607726], [-2.131395, -0.370695, 0.347222], [-3.067574, 0.859497, 0.452637], [-3.534331, -0.316414, -0.338643], [0.370912, -0.799529, -0.035672], [0.802685, -0.107500, 1.241364], [1.366175, 1.277584, 1.028813], [2.575169, 1.203664, 0.047545], [2.180640, 0.574000, -1.262557], [1.564596, -0.806619, -0.959644], [-0.954366, -0.068968, -1.629473], [-2.003801, -1.033670, 1.173361], [-2.893287, 1.726441, -0.084609], [-3.466610, 0.847494, 1.421461], [-4.237667, -0.986690, 0.208620], [-3.580427, -0.462929, -1.498875], [1.485274, -0.815382, 1.756208], [-0.197890, -0.096187, 1.675534], [1.733672, 1.780564, 1.915115], [0.799154, 2.075683, 0.559059], [2.926265, 2.168887, -0.023632], [3.352735, 0.602081, 0.592688], [1.451738, 1.151807, -1.690508], [3.035721, 0.469013, -1.848378], [1.268415, -1.349016, -1.855311], [2.174247, -1.545729, -0.465362]],
  "atomic_forces_ev_per_a": [[0.360, 2.313, -0.125], [-3.510, 1.238, -0.944], [0.212, -2.548, -0.838], [0.011, 0.501, -2.194], [0.582, -2.736, -0.881], [0.004, -2.095, -0.366], [2.974, 0.502, 0.718], [-1.617, -0.390, 0.727], [1.657, 0.451, -1.637], [-0.244, -2.435, 2.357], [-0.066, -1.944, 3.161], [0.164, -0.250, -1.337], [-0.136, -0.653, 1.231], [-0.451, -0.118, 0.731], [0.618, 1.720, -0.489], [-0.657, 0.800, 1.078], [0.426, 0.652, -0.817], [0.169, 0.876, 2.425], [-0.376, 0.643, -0.189], [0.555, 0.300, 1.182], [-0.145, -0.595, 0.653], [-1.387, -0.504, 0.082], [1.016, 2.093, -0.588], [-0.331, 0.404, -0.820], [-1.682, 1.559, -1.602], [1.136, -0.343, -1.409], [-0.269, 0.281, -0.406], [0.986, 0.276, 0.298]],
  "nbo_charge": [-0.395, 0.774, -0.055, -0.336, -0.382, -0.377, -0.341, -0.219, -0.449, -0.377, -0.414, -0.205, 0.254, 0.232, 0.235, 0.242, 0.239, 0.247, 0.244, 0.231, 0.262, 0.230, 0.230, 0.202, 0.212, 0.254, 0.236, 0.230]
}

***

Record 3
{
  "formula": "C38H51Cl3N2NiO3SbSi",
  "method": "ωB97M-V with the def2-TZVPD basis set",
  "e_above_lowest_kj_mol": 368.5,
  "s2": 2.007,
  "orbital_gap_ev": [6.343, 5.188],
  "e_tot_ha": -5232.48561,
  "total_charge": -1,
  "spin_multiplicity": 3,
  "symbols": ["C", "C", "H", "H", "H", "C", "C", "H", "H", "H", "H", "Ni", "Cl", "Cl", "H", "H", "C", "C", "N", "H", "C", "O", "H", "H", "H", "H", "H", "H", "C", "C", "N", "H", "C", "O", "H", "H", "H", "H", "O", "C", "C", "C", "H", "C", "H", "C", "H", "C", "C", "H", "H", "H", "Si", "Cl", "C", "C", "C", "H", "H", "H", "H", "H", "H", "H", "H", "H", "C", "C", "C", "C", "C", "C", "Sb", "C", "C", "C", "C", "C", "C", "C", "C", "C", "C", "C", "C", "H", "H", "H", "H", "H", "H", "H", "H", "H", "H", "H", "H", "H", "H", "H"],
  "positions_angstrom": [[-3.236997, 1.032073, -4.753062], [-3.279926, 1.810995, -3.485427], [-3.678895, 1.578209, -5.593861], [-3.761613, 0.071267, -4.608057], [-2.187250, 0.804304, -4.990957], [-4.214529, 2.712129, -3.146251], [-5.163701, 3.364291, -4.113659], [-4.378131, 2.982937, -2.093833], [-5.840962, 2.646721, -4.588552], [-4.565726, 3.850577, -4.910884], [-5.770578, 4.143561, -3.623581], [1.780249, -2.542728, -1.392492], [3.632363, -1.394055, -1.157507], [1.312011, -4.062683, 0.111789], [5.585985, -3.051151, 3.879475], [4.717348, -2.669667, 0.594467], [4.835523, -3.801802, 3.597345], [4.485799, -3.606939, 1.134889], [4.031831, -3.338638, 2.482450], [4.183573, -4.006659, 4.448811], [2.879694, -2.666984, 2.723079], [2.496831, -2.302857, 3.835492], [3.661539, -4.079386, 0.572163], [2.303825, -2.470902, 1.793474], [5.356206, -4.713635, 3.293407], [5.352398, -4.273746, 1.195529], [-4.611921, -1.078452, -1.270313], [-5.221217, 1.454531, -0.750051], [-4.288815, -1.253324, -0.238378], [-5.351076, 0.951136, 0.222414], [-4.253750, 0.015307, 0.464381], [-3.282417, -1.678647, -0.232306], [-3.549424, 0.081320, 1.645258], [-2.936069, -0.864745, 2.132549], [-5.374160, 1.732482, 1.000840], [-3.585296, 1.094457, 2.101224], [-4.976835, -1.957116, 0.257175], [-6.304975, 0.396365, 0.222464], [-2.455910, 0.138117, -2.110263], [-2.165421, 1.368250, -2.529070], [-2.241665, 2.366019, -0.175211], [-1.815521, 2.475222, -1.483087], [-2.627508, 1.400299, 0.140822], [-2.191699, 3.464987, 0.679971], [-1.253694, 1.284640, -3.163303], [-1.270608, 3.674842, -1.938922], [-2.560781, 3.352725, 1.691436], [-1.703891, 4.689519, 0.216764], [-1.219999, 4.779135, -1.089263], [-0.931144, 3.692766, -2.976982], [-1.681429, 5.549695, 0.883242], [-0.813969, 5.716990, -1.472132], [-0.592722, -2.653206, -2.643641], [0.389038, -0.932875, -1.487905], [-2.041968, -3.491158, -1.810618], [0.901479, -3.881841, -2.868827], [-1.127746, -2.195974, -4.379268], [-2.474116, -2.877036, -1.023104], [-1.745199, -4.458372, -1.387826], [-2.827849, -3.684731, -2.549069], [-2.225415, -2.258487, -4.456596], [-0.707080, -2.908785, -5.104263], [-0.824607, -1.179472, -4.656374], [1.950034, -3.842081, -2.476520], [1.082642, -3.866402, -3.952381], [0.601634, -4.900009, -2.570936], [6.318481, 0.003379, 3.520379], [5.172973, -0.047801, 4.328636], [3.925350, 0.280647, 3.787870], [3.812719, 0.663842, 2.450057], [4.969999, 0.835063, 1.680885], [6.215821, 0.505611, 2.215767], [1.899842, 0.672283, 1.357824], [0.708763, 0.655514, 3.190113], [-0.274937, -0.333011, 3.297748], [-1.061413, -0.395432, 4.449448], [-0.848231, 0.512589, 5.494881], [0.151758, 1.492695, 5.393308], [0.955416, 1.539592, 4.244763], [1.771150, 2.816298, 0.925999], [1.170858, 3.706210, 1.814982], [1.483618, 5.071892, 1.748448], [2.343085, 5.541710, 0.751045], [2.869791, 4.652096, -0.189760], [2.563442, 3.285468, -0.125219], [7.273802, -0.368731, 3.897439], [5.257397, -0.387651, 5.367119], [3.050031, 0.178747, 4.428357], [4.946157, 1.164584, 0.644716], [7.096524, 0.607371, 1.586224], [-0.413729, -1.072761, 2.508406], [-1.868767, -1.129126, 4.504728], [-1.470864, 0.458359, 6.385227], [0.320814, 2.205871, 6.206250], [1.758405, 2.288065, 4.184980], [0.460659, 3.353069, 2.563165], [1.053396, 5.763922, 2.476485], [2.583329, 6.606880, 0.695951], [3.514354, 5.013777, -0.992496], [2.976858, 2.610572, -0.877295]],
  "atomic_forces_ev_per_a": [[0.072, 0.126, -0.546], [0.166, 0.837, 0.961], [-0.047, -0.184, 0.009], [0.156, 0.372, -0.087], [-0.305, -0.015, -0.089], [-0.067, -0.365, 0.066], [-0.061, 0.094, -0.317], [0.781, 0.274, -0.418], [-0.074, 0.116, -0.060], [-0.467, -0.155, 0.241], [0.212, -0.303, -0.196], [1.982, 0.142, 1.465], [0.148, 0.136, -0.467], [-0.648, -0.427, 0.251], [-0.111, -0.124, 0.093], [0.278, -0.634, 0.417], [0.052, 0.231, -0.057], [-0.371, 0.273, -0.578], [-0.258, -0.072, 0.666], [0.134, 0.090, -0.050], [-0.046, 0.330, 0.337], [0.215, -0.558, -0.742], [0.668, 0.005, 0.185], [0.263, 0.053, 0.413], [-0.081, 0.034, 0.112], [-0.179, 0.205, -0.195], [0.288, 0.010, 0.217], [-0.046, -0.294, 0.249], [-0.070, 0.059, 0.000], [0.400, 0.077, -0.232], [-0.259, -0.027, 1.326], [-0.449, 0.410, 0.058], [-0.465, -1.000, -0.465], [-0.491, 0.912, -0.508], [0.029, -0.388, -0.233], [0.017, -0.351, 0.028], [0.081, 0.068, -0.021], [0.213, 0.271, 0.065], [-0.262, -1.409, 1.161], [0.392, -0.102, -0.092], [0.115, -0.057, 0.281], [-0.705, -0.345, -0.958], [0.222, 0.452, -0.314], [0.117, 0.093, -0.361], [0.357, 0.694, -0.381], [-0.105, -0.146, 0.406], [0.057, 0.143, 0.157], [-0.059, -0.316, 0.099], [0.177, 0.026, -0.364], [-0.044, 0.318, 0.251], [0.039, -0.101, -0.168], [-0.073, -0.148, 0.220], [-0.485, 0.747, 0.093], [-2.312, -0.255, -1.238], [0.419, -0.257, 0.278], [-0.001, -0.482, -0.882], [0.049, 0.243, -0.086], [0.222, -0.187, -0.144], [0.042, 0.231, 0.089], [0.204, 0.212, -0.026], [0.422, 0.195, 0.202], [0.008, 0.189, 0.173], [-0.074, -0.204, 0.026], [-0.333, -0.596, -0.720], [-0.091, 0.019, 0.175], [-0.098, 0.514, -0.012], [-0.356, 0.188, -0.039], [0.353, -0.040, -0.378], [0.287, -0.102, 0.214], [-0.370, 0.362, -0.553], [0.340, -0.354, 0.482], [-0.069, -0.183, 0.237], [-0.317, 0.338, 0.977], [0.438, -0.172, -0.585], [0.192, 0.288, 0.374], [0.004, 0.225, 0.220], [0.138, 0.051, -0.420], [0.116, -0.343, -0.223], [-0.498, 0.215, 0.420], [0.241, -0.717, 0.250], [0.260, 0.665, -0.096], [-0.107, -0.271, -0.256], [-0.014, -0.148, 0.042], [-0.274, -0.126, -0.148], [0.146, 0.702, 0.397], [-0.212, 0.293, -0.057], [-0.120, 0.095, -0.420], [0.184, -0.044, -0.333], [-0.244, -0.038, 0.109], [-0.038, -0.086, 0.142], [-0.082, 0.322, 0.157], [0.345, 0.210, 0.043], [0.091, 0.043, -0.115], [-0.066, -0.287, -0.240], [-0.390, -0.375, -0.048], [0.335, 0.061, -0.147], [0.076, -0.174, -0.259], [-0.024, -0.351, 0.023], [-0.169, -0.011, 0.205], [-0.057, 0.064, 0.268]],
  "lowdin_charge": [-0.059, -0.252, 0.066, 0.085, 0.064, -0.134, -0.125, 0.096, 0.062, 0.074, 0.062, -0.311, 0.018, 0.144, 0.079, 0.000, -0.051, -0.121, -0.178, 0.085, -0.370, -0.018, -0.009, 0.045, 0.077, 0.081, 0.091, 0.072, -0.075, -0.050, -0.207, 0.047, -0.321, 0.004, 0.088, 0.132, 0.094, 0.087, -0.259, -0.524, -0.044, -0.167, 0.073, -0.092, 0.107, -0.048, 0.089, -0.120, -0.097, 0.114, 0.092, 0.094, 0.420, 0.389, -0.163, -0.284, -0.187, 0.001, 0.034, 0.045, 0.039, 0.029, 0.030, -0.010, 0.046, 0.049, -0.112, -0.096, -0.139, -0.349, -0.156, -0.107, 1.473, -0.380, -0.142, -0.090, -0.096, -0.096, -0.175, -0.366, -0.141, -0.097, -0.107, -0.102, -0.146, 0.092, 0.104, 0.083, 0.081, 0.093, 0.091, 0.099, 0.090, 0.094, 0.102, 0.083, 0.100, 0.094, 0.095, 0.093]
}

***

Record 4
{
  "formula": "C8H15O2P",
  "method": "ωB97M-V with the def2-TZVPD basis set",
  "e_above_lowest_kj_mol": 328.9,
  "smiles": "COC(=O)[C@]1(C(C)(C)C)CP1",
  "orbital_gap_ev": 9.874,
  "e_tot_ha": -805.57395,
  "spin_multiplicity": 1,
  "symbols": ["C", "O", "C", "O", "C", "C", "C", "C", "C", "C", "P", "H", "H", "H", "H", "H", "H", "H", "H", "H", "H", "H", "H", "H", "H", "H"],
  "positions_angstrom": [[-3.676350, 0.372008, 0.183239], [-2.493662, -0.220261, -0.131692], [-1.258702, 0.445256, 0.146430], [-1.311932, 1.545625, 0.583964], [-0.085448, -0.380152, -0.142844], [1.281840, 0.167356, 0.184884], [1.352420, 0.899975, 1.541389], [1.695326, 1.169582, -0.897575], [2.338386, -0.889157, 0.009645], [-0.273918, -1.424898, -1.283751], [-0.464980, -2.314098, 0.308741], [-3.820580, 0.608006, 1.211015], [-4.414690, -0.399496, 0.186072], [-3.831042, 1.237199, -0.481181], [2.317665, 0.903964, 1.889981], [0.807856, 0.526287, 2.395640], [0.920402, 1.838453, 1.451897], [2.746080, 1.438018, -0.751963], [1.512404, 0.856476, -1.966149], [1.205657, 2.104366, -0.792289], [3.131586, -0.533812, 0.585077], [2.658852, -0.942414, -1.110576], [2.063132, -2.007544, 0.293172], [-1.264272, -1.270180, -1.804791], [0.702448, -1.600290, -1.855895], [-1.838476, -2.130274, 0.247572]],
  "atomic_forces_ev_per_a": [[-1.095, 1.161, -0.051], [3.357, -0.788, -0.367], [-2.550, -1.107, -0.387], [0.481, 1.265, 0.460], [-1.157, -2.597, -0.242], [-0.543, 0.178, -0.649], [-1.542, -1.667, -0.444], [0.119, 0.521, -0.936], [-0.633, -3.371, -1.945], [0.567, 1.117, -0.441], [0.869, 1.027, -0.153], [0.807, 1.147, 1.125], [-0.793, -0.555, -1.314], [-0.601, -0.320, 0.431], [2.571, 0.518, 0.517], [-0.545, -1.071, -0.066], [-0.269, 2.033, -0.358], [0.090, -0.307, -0.242], [0.336, -0.117, 1.191], [-0.884, 0.927, 0.184], [1.795, -0.015, 0.764], [-0.383, 0.011, 2.039], [0.560, 2.407, -0.181], [1.663, -0.349, 0.146], [-1.878, 0.177, 0.571], [-0.341, -0.226, 0.346]],
  "nbo_charge": [-0.252, -0.569, 0.788, -0.580, -0.260, -0.084, -0.608, -0.602, -0.601, -0.684, 0.455, 0.180, 0.191, 0.185, 0.202, 0.219, 0.232, 0.210, 0.210, 0.215, 0.216, 0.207, 0.217, 0.266, 0.249, -0.005]
}